Below is C3H5NO4 in the gas phase, with properties calculated with wB97M-V/def2-TZVPD.

The largest force on an atom is 4.23 eV/Å. As for the highest occupied orbital energy: -10.52 eV. The value obtained for the orbital gap is 0.3869 hartree. The LUMO energy comes out at 0.005 eV. The electronic energy is -472.8663 a.u.

The geometry in ORCA input format:
```
! wB97M-V def2-TZVPD RIJCOSX def2/J DEFGRID3
* xyz 0 1
C 1.12 0.46 0.38
C 0.41 -1.20 -0.62
C -0.32 0.19 -0.28
N -1.41 0.04 0.80
O -1.76 -1.08 1.13
O -1.96 1.08 1.08
O 1.57 -0.91 0.22
O -0.74 0.98 -1.28
H 1.80 1.24 -0.14
H 1.14 0.74 1.43
H -0.06 -2.03 -0.18
H 0.76 -1.39 -1.59
H -0.54 1.90 -0.97
*
```


Below is 40 unconnected molecules or ions with the total composition H80O40, with properties calculated with wB97M-V/def2-TZVPD.

The largest force on an atom is 2.66 eV/Å. As for the highest occupied orbital energy (alpha / beta): -0.89 / -8.36 eV. As for the expectation value of S²: 0.751. The value obtained for the orbital gap (alpha / beta) is 0.0834 / 0.3551 hartree. The LUMO energy (alpha / beta) comes out at 1.384 / 1.304 eV. The electronic energy is -3057.4918 a.u.

The geometry in ORCA input format:
```
! wB97M-V def2-TZVPD RIJCOSX def2/J DEFGRID3
* xyz -1 2
H 3.45 -2.36 4.50
H 3.25 -1.07 3.91
O 3.15 -2.00 3.65
H -4.90 3.54 0.31
H -4.83 4.78 -0.67
O -4.69 4.47 0.22
H 1.06 -1.53 -0.33
H 2.45 -1.14 0.29
O 1.80 -0.92 -0.37
H -3.30 -3.91 -1.90
H -1.92 -4.41 -2.53
O -2.85 -4.21 -2.68
H 3.17 -5.26 -0.18
H 3.00 -5.21 1.25
O 3.53 -5.70 0.61
H -1.55 -5.25 0.16
O -0.91 -4.78 -0.38
H 1.94 -3.49 -4.36
O 2.42 -4.29 -4.13
H 1.26 3.07 -4.11
H 0.26 4.10 -4.52
O 1.05 3.65 -4.86
H 1.59 -3.27 2.61
H 2.62 -4.15 3.41
O 1.75 -4.12 3.02
H -2.60 -1.96 0.37
H -3.73 -1.10 1.25
O -3.04 -1.79 1.21
H -4.81 -4.84 0.93
H -3.97 -3.75 0.32
O -4.55 -4.49 0.07
H 3.66 1.35 2.62
O 4.41 1.49 2.02
H -4.62 3.64 -2.97
H -5.04 2.33 -2.32
O -4.26 2.86 -2.53
H 0.70 5.26 4.58
H -0.73 5.46 3.89
O -0.24 5.09 4.62
H 0.53 6.53 -1.80
H -0.49 5.48 -1.75
O -0.30 6.34 -1.34
H -5.22 -0.07 -3.22
H -6.44 -0.21 -2.32
O -5.64 0.29 -2.44
H 5.14 0.15 -0.44
H 4.32 -0.48 0.65
O 4.50 -0.56 -0.29
H -0.69 0.27 1.83
H 0.05 0.42 0.46
O -0.54 0.86 1.09
H 0.34 -2.70 -1.93
O 0.31 -3.40 -2.60
H -0.51 -2.81 2.18
H -1.26 -2.37 1.03
O -0.35 -2.64 1.23
H 4.52 -3.38 -1.66
O 3.98 -4.16 -1.81
H 3.41 4.43 -2.36
H 2.38 4.65 -3.54
O 2.65 4.92 -2.66
H -5.16 0.19 2.91
H -3.91 0.99 2.50
O -4.83 0.81 2.26
H -5.63 0.01 0.38
H -6.51 -1.36 0.63
O -6.25 -0.65 0.05
H -0.83 2.23 -3.12
H -1.37 2.71 -4.46
O -1.19 3.01 -3.56
H -3.35 2.35 0.63
H -2.18 2.82 1.68
O -3.08 2.54 1.52
H -2.74 5.60 0.77
H -3.36 4.97 2.02
O -2.83 5.71 1.71
H 4.47 -2.88 1.71
H 5.18 -4.14 1.54
O 5.14 -3.40 2.16
H 4.75 0.02 -2.75
H 3.34 -0.55 -3.08
O 4.24 -0.44 -3.43
H -0.93 -0.58 4.61
H -0.50 0.69 5.18
O -0.11 -0.12 4.84
H 0.27 6.05 0.96
H 1.40 6.83 0.91
O 0.73 6.64 1.58
H -2.84 -2.40 -3.97
O -2.10 -1.83 -3.76
H 3.12 -2.28 -5.70
H 3.71 -1.68 -4.55
O 2.80 -1.88 -4.88
H 0.87 -3.26 -3.36
H -0.26 -4.31 0.13
H 3.54 -3.95 -2.65
H 1.92 -4.75 -3.45
H 4.54 2.44 2.12
H -1.51 -2.09 -3.06
O 4.77 2.25 -4.03
H 4.84 2.52 -3.11
H 4.46 1.33 -3.95
O -2.48 -4.70 2.65
H -3.43 -4.66 2.72
H -2.04 -5.55 2.60
O -0.21 0.48 -1.83
H -1.04 0.22 -1.39
H -0.10 -0.32 -2.37
O -2.80 0.01 3.87
H -3.01 0.77 4.43
H -3.05 -0.89 4.08
O -2.08 2.48 5.19
H -2.10 3.16 4.49
H -1.22 2.82 5.50
O 1.91 1.11 3.32
H 1.58 0.93 2.42
H 1.23 0.66 3.85
O 6.57 1.30 0.43
H 5.84 1.94 0.39
H 6.64 1.31 1.40
*
```


Below is a molecular structure, C3H11N3O, with properties calculated with wB97M-V/def2-TZVPD.

The largest force on an atom is 4.74 eV/Å. As for the highest occupied orbital energy: -17.44 eV. The value obtained for the orbital gap is 0.3534 hartree. The LUMO energy comes out at -7.822 eV. The electronic energy is -359.7037 a.u.

The geometry in ORCA input format:
```
! wB97M-V def2-TZVPD RIJCOSX def2/J DEFGRID3
* xyz 2 1
C 0.89 0.50 0.51
C 1.89 0.09 -0.51
C -1.44 1.02 -0.05
N -0.23 0.82 0.16
N 3.26 0.42 0.09
N -3.22 -1.08 0.01
O -2.04 2.19 -0.09
H 1.19 0.18 1.60
H 1.93 -0.91 -0.67
H 1.91 0.75 -1.34
H -2.32 -0.11 0.10
H 3.42 1.44 0.35
H 4.10 0.02 -0.47
H 3.37 -0.12 1.03
H -3.23 -1.56 0.92
H -3.13 -1.73 -0.77
H -4.20 -0.80 -0.03
H -2.89 2.03 -0.55
*
```


Below is a molecular structure, C17H34O2P2Re, with properties calculated with wB97M-V/def2-TZVPD.

The largest force on an atom is 5.95 eV/Å. As for the highest occupied orbital energy (alpha / beta): -13.26 / -15.12 eV. As for the expectation value of S²: 3.806. The value obtained for the orbital gap (alpha / beta) is 0.1918 / 0.2594 hartree. The LUMO energy (alpha / beta) comes out at -8.042 / -8.058 eV. The electronic energy is -1578.5380 a.u.

The geometry in ORCA input format:
```
! wB97M-V def2-TZVPD RIJCOSX def2/J DEFGRID3
* xyz 2 4
P -0.08 -1.79 -4.56
P -0.25 2.08 -5.06
C -0.69 -0.57 -6.06
C 0.11 0.68 -6.36
H -1.76 -0.32 -5.94
H -0.65 -1.22 -6.95
H 1.20 0.49 -6.41
H -0.13 1.08 -7.37
C -1.71 2.95 -5.76
H -1.90 3.82 -5.12
H -2.61 2.34 -5.78
H -1.56 3.33 -6.78
C 1.05 3.20 -5.90
H 0.89 3.53 -6.93
H 2.03 2.72 -5.81
H 1.09 4.10 -5.26
C -1.40 -2.97 -5.16
H -1.42 -3.87 -4.54
H -1.11 -3.26 -6.18
H -2.40 -2.53 -5.22
C 1.09 -2.45 -5.91
H 1.83 -1.68 -6.09
H 0.53 -2.61 -6.85
H 1.61 -3.39 -5.65
Re -1.94 -0.52 -0.82
C 1.61 2.69 -2.99
C 0.39 2.96 -3.56
C -1.38 0.91 -3.30
C -0.99 -0.12 -2.46
C 1.77 -2.31 -3.56
C 2.46 -1.20 -3.19
C 2.28 0.21 -3.75
C 2.25 1.34 -2.68
C -0.74 -2.05 -0.03
H 2.03 3.52 -2.42
H -0.44 3.28 -2.88
H -1.63 0.58 -4.30
H -1.93 1.79 -2.84
H -3.18 -1.60 -0.66
H -0.81 -1.21 -2.70
H 1.44 -3.04 -2.77
H 3.31 -1.16 -2.45
H 1.40 0.33 -4.41
H 3.17 0.36 -4.40
H 1.87 0.90 -1.74
H 3.31 1.54 -2.53
H 0.26 -1.60 0.19
H -0.60 -2.94 -0.69
H -1.24 -2.33 0.95
C 0.14 2.19 1.67
C -0.23 1.03 0.74
O 0.68 0.45 0.12
O -1.52 0.68 0.60
H 1.24 2.26 1.73
H -0.24 2.05 2.70
H -0.22 3.14 1.26
*
```


Below is 9 unconnected molecules or ions with the total composition C54H45N9O18, with properties calculated with wB97M-V/def2-TZVPD.

The largest force on an atom is 3.75 eV/Å. As for the highest occupied orbital energy: -9.90 eV. The value obtained for the orbital gap is 0.3271 hartree. The LUMO energy comes out at -1.001 eV. The electronic energy is -3930.8725 a.u.

The geometry in ORCA input format:
```
! wB97M-V def2-TZVPD RIJCOSX def2/J DEFGRID3
* xyz 0 1
C 11.55 -0.10 -0.52
C 12.63 0.45 0.18
C 13.88 -0.08 -0.15
C 14.11 -1.05 -1.12
C 13.04 -1.55 -1.88
C 11.75 -0.99 -1.58
N 15.45 -1.59 -1.28
O 16.31 -1.24 -0.48
O 15.65 -2.36 -2.17
H 10.54 0.27 -0.46
H 12.34 1.21 0.90
H 14.68 0.37 0.41
H 13.12 -2.36 -2.59
H 10.98 -1.52 -2.12
C 1.08 -3.06 7.07
C 0.81 -1.70 6.76
C -0.50 -1.28 6.67
C -1.52 -2.28 6.80
C -1.29 -3.62 7.07
C 0.08 -3.98 7.23
N -2.93 -1.85 6.60
O -3.76 -2.67 6.16
O -3.21 -0.66 6.79
H 2.06 -3.43 7.32
H 1.60 -0.97 6.66
H -0.69 -0.24 6.47
H -2.08 -4.34 7.20
H 0.36 -4.97 7.56
C -7.48 10.46 -1.59
C -8.79 10.89 -1.93
C -9.24 12.11 -1.50
C -8.47 13.02 -0.85
C -7.12 12.66 -0.58
C -6.63 11.39 -0.99
N -9.03 14.25 -0.31
O -8.24 15.07 0.09
O -10.24 14.38 -0.26
H -7.07 9.60 -2.10
H -9.41 10.29 -2.57
H -10.17 12.43 -1.95
H -6.46 13.26 0.04
H -5.63 11.15 -0.65
C -9.64 4.82 2.84
C -10.73 5.68 2.68
C -11.55 5.95 3.81
C -11.17 5.47 5.11
C -10.03 4.68 5.25
C -9.25 4.28 4.08
N -12.00 5.80 6.34
O -13.10 6.29 6.17
O -11.57 5.65 7.45
H -8.98 4.63 2.01
H -11.01 5.94 1.67
H -12.41 6.58 3.65
H -9.71 4.25 6.19
H -8.49 3.53 4.24
C -9.36 2.27 -6.03
C -9.11 2.69 -7.36
C -10.15 2.79 -8.29
C -11.54 2.54 -7.94
C -11.65 1.95 -6.66
C -10.67 1.87 -5.67
N -12.66 2.74 -8.92
O -13.75 2.21 -8.68
O -12.38 3.35 -9.95
H -8.60 2.43 -5.28
H -8.12 2.93 -7.72
H -9.93 3.12 -9.30
H -12.57 1.49 -6.35
H -10.82 1.45 -4.69
C 13.16 -5.96 2.08
C 11.90 -5.80 1.57
C 10.99 -4.95 2.20
C 11.44 -4.18 3.30
C 12.76 -4.35 3.76
C 13.61 -5.29 3.24
N 10.61 -3.14 3.90
O 9.40 -3.22 3.60
O 11.13 -2.19 4.51
H 13.87 -6.46 1.43
H 11.58 -6.38 0.72
H 10.02 -4.93 1.72
H 13.14 -3.79 4.60
H 14.59 -5.48 3.65
C -1.64 -6.86 0.36
C -2.38 -5.73 0.39
C -2.74 -5.08 -0.77
C -2.30 -5.58 -1.97
C -1.51 -6.77 -2.03
C -1.14 -7.37 -0.86
N -2.69 -4.88 -3.21
O -3.54 -3.95 -3.09
O -2.02 -5.12 -4.20
H -1.37 -7.41 1.25
H -2.80 -5.47 1.35
H -3.39 -4.22 -0.76
H -1.20 -7.09 -3.02
H -0.49 -8.23 -0.89
C 7.29 -9.89 -4.73
C 7.04 -9.56 -3.43
C 6.31 -8.41 -3.10
C 5.72 -7.58 -4.11
C 6.01 -7.95 -5.44
C 6.77 -9.11 -5.74
N 4.84 -6.44 -3.74
O 4.21 -5.91 -4.66
O 4.79 -6.13 -2.57
H 7.81 -10.74 -5.15
H 7.52 -10.13 -2.64
H 6.19 -8.13 -2.06
H 5.67 -7.35 -6.27
H 7.01 -9.30 -6.78
C 2.54 1.94 1.58
C 2.10 3.24 1.67
C 0.95 3.60 0.96
C 0.14 2.60 0.33
C 0.53 1.25 0.46
C 1.75 0.91 1.01
N -1.08 3.04 -0.36
O -1.98 2.20 -0.55
O -1.25 4.24 -0.61
H 3.53 1.67 1.91
H 2.76 3.93 2.17
H 0.74 4.66 0.96
H -0.20 0.57 0.04
H 2.18 -0.08 1.03
*
```


Below is 2 unconnected molecules or ions with the total composition C4H12, with properties calculated with wB97M-V/def2-TZVPD.

The largest force on an atom is 6.92 eV/Å. As for the highest occupied orbital energy: -10.77 eV. The value obtained for the orbital gap is 0.4382 hartree. The LUMO energy comes out at 1.150 eV. The electronic energy is -159.5156 a.u.

The geometry in ORCA input format:
```
! wB97M-V def2-TZVPD RIJCOSX def2/J DEFGRID3
* xyz 0 1
C 1.56 1.30 0.52
C 2.14 0.20 1.43
H 1.18 2.05 1.11
H 2.40 1.79 -0.04
H 0.81 0.94 -0.31
H 1.85 -0.76 1.32
H 1.97 0.44 2.40
H 3.20 0.24 1.34
C -1.93 -0.40 -0.37
C -1.79 -1.13 -1.55
H -2.09 -1.27 0.44
H -1.09 0.42 -0.08
H -2.78 0.38 -0.42
H -1.26 -2.07 -1.65
H -1.30 -0.53 -2.28
H -2.75 -1.41 -2.04
*
```


Below is a gas-phase ion, C35H35F2N2O2 (charge +1), with properties calculated with wB97M-V/def2-TZVPD.

The largest force on an atom is 2.82 eV/Å. As for the highest occupied orbital energy: -11.06 eV. The value obtained for the orbital gap is 0.2547 hartree. The LUMO energy comes out at -4.130 eV. The electronic energy is -1814.1378 a.u.

The geometry in ORCA input format:
```
! wB97M-V def2-TZVPD RIJCOSX def2/J DEFGRID3
* xyz 1 1
F -5.92 6.51 2.65
C -5.93 5.13 2.65
C -7.16 4.48 2.65
C -7.16 3.08 2.75
C -5.96 2.37 2.78
C -4.70 3.03 2.69
C -3.51 2.18 2.61
C -2.27 2.58 2.22
C -1.00 1.78 2.40
C 0.20 2.72 2.70
C 0.29 4.03 2.19
C 1.40 4.82 2.55
F 1.43 6.11 2.09
C 2.41 4.38 3.39
C 2.30 3.08 3.88
C 1.21 2.26 3.55
C -4.70 4.45 2.69
H -8.09 5.06 2.65
H -8.11 2.53 2.78
H -5.95 1.28 2.84
H -3.68 1.13 2.80
H -2.11 3.59 1.89
H -1.16 1.18 3.30
H -0.43 4.44 1.48
H 3.23 5.04 3.65
H 3.09 2.69 4.52
H 1.18 1.22 3.90
H -3.77 5.01 2.71
H 2.10 -0.28 -3.05
C 1.98 -1.34 -2.72
C 0.54 -1.50 -2.17
O -0.28 -1.16 -3.28
C 0.15 -0.69 -0.92
C 0.68 0.55 -0.70
C 0.23 1.34 0.36
N -0.64 0.91 1.30
C -1.19 -0.38 1.13
C -0.81 -1.18 -0.01
C -1.35 -2.48 -0.19
C -2.17 -3.08 0.79
O -2.66 -4.35 0.72
C -2.33 -5.24 -0.39
C -2.50 -2.30 1.92
C -2.04 -1.00 2.08
C 2.32 -2.24 -3.93
C 3.66 -2.98 -3.68
C 3.46 -3.90 -2.46
C 3.01 -3.06 -1.27
N 2.91 -1.56 -1.60
C 4.27 -1.14 -2.03
C 4.76 -1.94 -3.25
C 5.19 -1.05 -4.40
C 5.47 -1.57 -5.61
H 0.45 -2.58 -1.95
H -1.22 -1.22 -3.03
H 1.47 0.93 -1.32
H 0.66 2.33 0.41
H -1.14 -3.09 -1.08
H -2.88 -6.16 -0.16
H -2.67 -4.83 -1.35
H -1.26 -5.44 -0.43
H -3.14 -2.78 2.65
H -2.32 -0.47 2.99
H 1.52 -2.96 -4.10
H 2.39 -1.59 -4.81
H 3.99 -3.54 -4.56
H 2.71 -4.67 -2.68
H 4.40 -4.41 -2.21
H 2.05 -3.41 -0.87
H 3.76 -3.13 -0.47
H 4.26 -0.05 -2.21
H 4.93 -1.35 -1.18
H 5.62 -2.53 -2.91
H 5.33 0.01 -4.15
H 5.84 -0.95 -6.43
H 5.40 -2.65 -5.78
*
```


Below is a molecular structure, C6H14NO, with properties calculated with wB97M-V/def2-TZVPD.

The largest force on an atom is 4.61 eV/Å. As for the highest occupied orbital energy: -1.86 eV. The value obtained for the orbital gap is 0.1896 hartree. The LUMO energy comes out at 3.298 eV. The electronic energy is -366.7100 a.u.

The geometry in ORCA input format:
```
! wB97M-V def2-TZVPD RIJCOSX def2/J DEFGRID3
* xyz -1 1
C 1.23 -0.09 -1.13
C 1.18 -1.10 -0.02
C -1.11 0.46 0.24
C -1.88 1.06 -0.81
C -3.55 0.93 -0.17
N 1.54 -0.70 1.23
C 3.25 -0.93 1.41
O 4.08 -0.80 0.45
H 0.28 -0.13 -1.66
H 1.93 -0.46 -1.94
H 1.45 0.90 -0.77
H 1.41 -2.16 -0.26
H -1.04 -0.61 0.37
H -0.56 1.17 0.88
H -1.96 0.49 -1.78
H -1.71 2.11 -1.10
H -3.60 1.20 0.89
H -4.50 1.16 -0.69
H -3.58 -0.17 -0.14
H 0.70 -0.18 0.87
H 3.12 -1.93 1.90
H 3.31 -0.22 2.24
*
```


Below is 4 unconnected molecules or ions with the total composition C2H12N2O3, with properties calculated with wB97M-V/def2-TZVPD.

The largest force on an atom is 2.09 eV/Å. As for the highest occupied orbital energy (alpha / beta): -13.73 / -13.73 eV. As for the expectation value of S²: 0.755. The value obtained for the orbital gap (alpha / beta) is 0.3355 / 0.2547 hartree. The LUMO energy (alpha / beta) comes out at -4.598 / -6.797 eV. The electronic energy is -418.2879 a.u.

The geometry in ORCA input format:
```
! wB97M-V def2-TZVPD RIJCOSX def2/J DEFGRID3
* xyz 1 2
C 0.23 2.93 0.92
C 0.04 1.59 1.26
N -0.66 1.15 2.34
N 1.37 3.54 0.63
H -0.63 3.60 1.04
H 0.47 0.77 0.68
H -0.18 0.52 2.95
H -1.66 1.01 2.38
H 2.21 2.98 0.68
H 1.27 4.27 -0.08
H 2.42 -2.36 2.89
H 3.02 -3.39 1.95
O 3.02 -2.45 2.14
H -1.02 -3.46 -5.62
H -1.01 -2.16 -4.93
O -1.38 -3.04 -4.82
H -2.42 -2.12 -2.23
H -1.65 -1.58 -1.11
O -2.58 -1.73 -1.36
*
```


Below is 2 unconnected molecules or ions with the total composition C4H7NO4, with properties calculated with wB97M-V/def2-TZVPD.

The largest force on an atom is 2.85 eV/Å. As for the highest occupied orbital energy (alpha / beta): -10.74 / -9.71 eV. The value obtained for the orbital gap (alpha / beta) is 0.3131 / 0.2867 hartree. The LUMO energy (alpha / beta) comes out at -2.217 / -1.905 eV. The electronic energy is -512.1431 a.u.

The geometry in ORCA input format:
```
! wB97M-V def2-TZVPD RIJCOSX def2/J DEFGRID3
* xyz 0 1
C 1.91 -0.21 -0.75
C 0.86 -0.43 0.32
C 0.48 -1.88 0.51
C -0.57 0.42 -0.21
O -1.02 -0.03 -1.25
O -0.66 1.22 0.69
O -2.81 2.05 -0.54
N -3.05 2.67 0.47
O -4.04 3.34 0.77
H 2.05 0.86 -0.91
H 2.85 -0.63 -0.40
H 1.65 -0.68 -1.70
H 1.14 0.06 1.28
H -0.35 -1.95 1.21
H 0.21 -2.37 -0.43
H 1.34 -2.41 0.94
*
```


Below is 2 unconnected molecules or ions with the total composition C3HClF2, with properties calculated with wB97M-V/def2-TZVPD.

The largest force on an atom is 3.70 eV/Å. As for the highest occupied orbital energy (alpha / beta): -10.85 / -10.83 eV. The value obtained for the orbital gap (alpha / beta) is 0.3162 / 0.3154 hartree. The LUMO energy (alpha / beta) comes out at -2.248 / -2.249 eV. The electronic energy is -774.6511 a.u.

The geometry in ORCA input format:
```
! wB97M-V def2-TZVPD RIJCOSX def2/J DEFGRID3
* xyz 0 1
C -0.13 0.17 0.00
C -0.05 1.35 -0.28
C 0.18 2.73 -0.36
F -0.72 3.49 0.28
F 1.66 3.12 1.21
Cl 0.92 3.56 -1.67
H -0.46 -0.83 0.00
*
```